[1]
Formula: C9H12O3
Source: OMol25
Level of theory: the ωB97M-V functional and the def2-TZVPD basis

Cartesian coordinates (Å):
O: -3.2330 2.0719 1.7999
C: -2.3000 1.9439 1.0797
C: -1.1711 1.1130 1.2725
C: -1.1118 0.1558 2.1466
C: -0.1339 -1.0394 2.0638
C: 1.0592 -0.7214 1.1231
C: 0.6176 -0.1769 -0.1998
C: -0.1899 1.1477 0.0280
O: 0.0313 -1.0735 -1.0908
C: 0.2285 -0.6682 -2.4185
C: 1.7591 -0.6316 -2.2219
O: 1.6531 0.2054 -1.1041
H: -2.4038 2.4047 -0.0793
H: -2.1372 0.1873 2.8885
H: 0.0585 -1.5749 3.0506
H: -0.5499 -1.7917 1.4358
H: 1.5568 -1.6286 0.9009
H: 2.1744 -0.0738 1.3669
H: 0.6274 2.0353 0.0879
H: -0.8795 1.3086 -0.8918
H: -0.1431 0.2325 -2.9109
H: 0.0263 -1.3451 -3.3209
H: 2.4298 -0.4850 -3.1542
H: 2.0312 -1.5958 -1.8518

**Electronic energy**: -575.6653 Ha
**E_HOMO**: -9.66 eV
**Charge**: 0
**Structure (SMILES)**: O=CC1=CCCC2(C1)OCCO2
**LUMO energy**: 0.3 eV
**ΔE to the lowest compared entry with this formula, charge and spin**: 522.83 kJ/mol

Atom charges from the natural (NBO) analysis, given in e for atoms 1 to 8: number 1, O, carries -0.513; number 2, C, carries 0.439; number 3, C, carries -0.221; number 4, C, carries -0.048; number 5, C, carries -0.463; number 6, C, carries -0.440; number 7, C, carries 0.534; number 8, C, carries -0.463


[2]
Formula: C16H17N
Source: OMol25
Level of theory: the ωB97M-V functional and the def2-TZVPD basis

Cartesian coordinates (Å):
C: -4.3854 2.0840 0.0957
C: -3.2009 1.2125 -0.1057
C: -1.9458 1.4541 0.4170
N: -1.0718 0.4498 0.0905
C: -1.7638 -0.4848 -0.6136
C: -1.2573 -1.6627 -1.2254
C: -2.1896 -2.4860 -1.7954
C: -3.5636 -2.0988 -1.9123
C: -4.0416 -0.9882 -1.2571
C: -3.1067 -0.0830 -0.7332
H: -5.3264 1.6734 -0.2777
H: -4.2238 3.0279 -0.4286
H: -4.6477 2.2441 1.1442
H: -1.7568 2.3299 1.0187
H: -0.0931 0.3937 0.3131
H: -0.1905 -1.6610 -1.4029
H: -1.7638 -3.3753 -2.2509
H: -4.1695 -2.9780 -2.1194
H: -5.1177 -0.8788 -1.3285
C: 1.9373 -0.6561 2.1240
C: 3.0055 -0.1669 1.1741
C: 3.3954 1.2057 1.2080
C: 4.2703 1.7178 0.2879
C: 5.0208 0.8209 -0.5089
C: 4.8445 -0.5323 -0.3680
C: 3.8450 -0.9994 0.4719
H: 1.4679 -1.6052 1.8829
H: 1.1978 0.1468 2.1695
H: 2.3147 -0.7575 3.1428
H: 2.9832 1.8921 1.9421
H: 4.4852 2.7767 0.3499
H: 5.8315 1.2073 -1.1135
H: 5.4893 -1.1465 -0.9761
H: 3.7276 -2.0760 0.5849

**Electronic energy**: -674.6150 Ha
**E_HOMO**: -7.74 eV
**Charge**: 0
**Structure (SMILES)**: Cc1c[nH]c2ccccc12.Cc1ccccc1
**LUMO energy**: 0.8 eV
**ΔE to the lowest compared entry with this formula, charge and spin**: 109.17 kJ/mol

Atom charges from the natural (NBO) analysis, given in e for atoms 1 to 8: number 1, C, carries -0.638; number 2, C, carries -0.080; number 3, C, carries -0.043; number 4, N, carries -0.520; number 5, C, carries 0.154; number 6, C, carries -0.249; number 7, C, carries -0.211; number 8, C, carries -0.250


[3]
Formula: C9H17N3O
Source: OMol25
Level of theory: the ωB97M-V functional and the def2-TZVPD basis

Cartesian coordinates (Å):
O: -2.2203 2.5668 -0.7206
N: -2.2200 1.1979 -0.3664
C: -1.1078 0.7281 0.6766
N: -0.2005 1.5894 0.6910
C: 1.0540 1.5329 1.3437
C: 2.0859 1.1714 0.4380
C: 2.2882 -0.3345 0.1877
N: 2.1132 -0.6688 -1.2436
C: 0.8688 -0.3886 -1.7696
C: -0.3445 -0.9837 -1.5175
C: -0.7050 -1.9986 -0.5062
C: -1.9156 -1.6267 0.2227
C: -1.4379 -0.5767 1.2820
H: -1.2767 2.7777 -0.8412
H: -3.1362 0.8298 -0.0417
H: 0.8678 0.7869 2.2206
H: 1.2045 2.6019 1.6627
H: 1.8280 1.6149 -0.5572
H: 3.0788 1.5008 0.7208
H: 3.3061 -0.5770 0.4844
H: 1.6553 -0.9529 0.7720
H: 2.9867 -0.2915 -1.6540
H: 0.7177 0.4240 -2.5570
H: -1.2065 -0.6247 -2.1330
H: -0.8324 -2.9060 -1.1171
H: 0.1927 -2.3370 0.1353
H: -2.5754 -1.1163 -0.4828
H: -2.3986 -2.3831 0.8521
H: -2.2379 -0.5194 2.0785
H: -0.4322 -1.0369 1.7400

**Electronic energy**: -592.4644 Ha
**E_HOMO**: -7.81 eV
**Charge**: 0
**Structure (SMILES)**: ON/C1=N/CCCN/C=C\CCC1
**LUMO energy**: 0.9 eV
**ΔE to the lowest compared entry with this formula, charge and spin**: 460.76 kJ/mol

Atom charges from the natural (NBO) analysis, given in e for atoms 1 to 8: number 1, O, carries -0.564; number 2, N, carries -0.383; number 3, C, carries 0.461; number 4, N, carries -0.509; number 5, C, carries -0.230; number 6, C, carries -0.446; number 7, C, carries -0.204; number 8, N, carries -0.646


[4]
Formula: C2H4N2O
Source: OMol25
Level of theory: the ωB97M-V functional and the def2-TZVPD basis

Cartesian coordinates (Å):
C: 0.4278 -0.1509 -0.3702
C: -0.8587 0.1477 0.3543
O: 1.5925 -0.2735 0.2126
N: 0.1077 -0.0575 -1.6123
N: -0.7263 0.1708 1.6218
H: 1.3880 -0.2457 1.1781
H: 0.7802 -0.2154 -2.3565
H: -1.6007 0.3720 2.1088
H: -1.1106 0.2525 -1.1366

**Electronic energy**: -263.2485 Ha
**E_HOMO**: -8.66 eV
**Charge**: 0
**LUMO energy**: 0.8 eV
**ΔE to the lowest compared entry with this formula, charge and spin**: 301.41 kJ/mol

Atom charges from the natural (NBO) analysis, given in e for atoms 1 to 8: number 1, C, carries 0.533; number 2, C, carries -0.072; number 3, O, carries -0.630; number 4, N, carries -0.749; number 5, N, carries -0.703; number 6, H, carries 0.517; number 7, H, carries 0.397; number 8, H, carries 0.356


[5]
Formula: C22H32N5Pd
Source: OMol25
Level of theory: the ωB97M-V functional and the def2-TZVPD basis

Cartesian coordinates (Å):
C: 1.3993 -1.9362 1.0004
C: 1.8580 -1.3134 -0.1697
C: 0.8703 -1.3821 -1.1714
C: -0.2918 -2.0500 -0.6221
C: 0.0556 -2.4504 0.7529
Pd: -1.2185 -0.7869 0.8499
C: -3.7420 1.1966 -0.7165
C: -3.7711 0.8067 0.5891
H: -4.0880 1.4988 1.3835
C: -3.2817 -0.5148 1.0278
H: -3.7007 -1.3655 0.4567
H: -3.4379 -0.6629 2.1194
C: -3.8960 2.6276 -1.0695
H: -3.4065 3.2842 -0.3223
H: -3.4156 2.8308 -2.0390
H: -4.9729 2.9607 -1.1428
C: -3.2931 0.2673 -1.8022
H: -2.2611 -0.0665 -1.5847
H: -3.9363 -0.6219 -1.9069
H: -3.2591 0.7644 -2.7679
C: 3.2444 -0.8175 -0.3458
H: 3.5177 -0.1165 0.4564
H: 3.9743 -1.6432 -0.3252
H: 3.3606 -0.2893 -1.2975
C: 1.0827 -1.0386 -2.5920
H: 1.5315 -0.0409 -2.6966
H: 1.7640 -1.7576 -3.0813
H: 0.1380 -1.0474 -3.1501
C: -1.3823 -2.6931 -1.3928
H: -1.3671 -2.3643 -2.4362
H: -1.2980 -3.7880 -1.3649
H: -2.3500 -2.4097 -0.9564
C: -0.5391 -3.6077 1.4514
H: -1.6263 -3.6117 1.3096
H: -0.1228 -4.5535 1.0729
H: -0.3340 -3.5401 2.5273
C: 2.2274 -2.2340 2.1770
H: 1.6456 -2.7345 2.9584
H: 3.0674 -2.8899 1.8996
H: 2.6543 -1.3110 2.5990
C: 2.3257 2.7127 -0.7932
C: 0.9841 2.7292 -1.2907
C: 3.5082 2.8302 -1.3985
C: 1.0232 2.7865 -2.7327
H: -0.0241 2.7105 -0.9330
C: 3.4372 3.0201 -2.8307
H: 4.4472 2.8125 -0.8753
C: 2.2231 2.9558 -3.4608
H: 0.0828 2.6922 -3.3097
H: 4.3539 3.1633 -3.4082
H: 2.1695 2.9855 -4.5560
N: 1.8028 1.8776 4.4117
N: 0.8794 0.9058 4.0614
N: -0.3143 0.8633 4.7044
C: -1.0779 0.2428 3.8113
N: -0.4248 0.0074 2.6538
N: 0.8454 0.4616 2.7934
H: 2.7153 1.6152 4.0637
H: 1.7583 2.0293 5.4055
H: -2.1143 0.0005 4.0063

**Electronic energy**: -1258.6301 Ha
**E_HOMO (spin up / spin down)**: -10.16 / -11.01 eV
**Charge**: +1
**LUMO energy (spin up / spin down)**: -2.6 / -4.6 eV
**ΔE to the lowest compared entry with this formula, charge and spin**: 0.00 kJ/mol
**Multiplicity**: 5

Atom charges from the Löwdin analysis, given in e for atoms 1 to 8: number 1, C, carries -0.210; number 2, C, carries -0.198; number 3, C, carries -0.160; number 4, C, carries -0.303; number 5, C, carries -0.351; number 6, Pd, carries 0.859; number 7, C, carries -0.345; number 8, C, carries -0.138


[6]
Formula: C9H11N2O2
Source: OMol25
Level of theory: the ωB97M-V functional and the def2-TZVPD basis

Cartesian coordinates (Å):
C: -1.4143 3.4501 -0.4142
C: -0.8479 2.2565 -0.5384
C: -1.1334 1.2850 0.5806
O: -2.5068 0.8198 0.3496
C: -2.6491 -0.4815 0.0320
O: -3.6246 -1.0792 -0.3105
C: -1.2673 -1.0648 0.1892
C: -0.4736 -2.0947 -0.1431
C: 0.8477 -1.6588 -0.1224
C: 2.0442 -2.4786 -0.4138
N: 0.8436 -0.3573 0.2042
C: 2.1484 0.2971 0.5692
N: -0.4324 0.0047 0.3644
H: -1.4491 4.1419 -1.1314
H: -1.9540 3.6131 0.4394
H: -0.5977 1.7657 -1.4627
H: -1.1389 1.5579 1.6675
H: -0.7198 -3.1762 -0.4188
H: 2.9258 -1.9362 -0.3601
H: 2.1983 -3.1392 0.3764
H: 1.8536 -3.0286 -1.3189
H: 2.7126 -0.2801 1.3343
H: 2.6235 0.2758 -0.3920
H: 2.0110 1.3076 0.9193

**Electronic energy**: -609.2069 Ha
**E_HOMO**: -14.21 eV
**Charge**: +1
**Structure (SMILES)**: C=C[C@H]1OC(=O)c2cc(C)n(C)[n+]21
**LUMO energy**: -4.0 eV
**ΔE to the lowest compared entry with this formula, charge and spin**: 216.74 kJ/mol

Atom charges from the natural (NBO) analysis, given in e for atoms 1 to 8: number 1, C, carries -0.228; number 2, C, carries -0.281; number 3, C, carries 0.227; number 4, O, carries -0.468; number 5, C, carries 0.763; number 6, O, carries -0.463; number 7, C, carries 0.095; number 8, C, carries -0.264